No. 1
Formula: C25H27N5O3
Source: the Open Molecules 2025 dataset
Level of theory: wB97M-V/def2-TZVPD

## Properties
- 2S+1: 1
- Maximum force: 1.25 eV Å⁻¹
- LUMO energy: 0.018 Eh
- DFT total energy: -39957.0929 eV
- Gap between HOMO and LUMO: 8.363 eV
- SMILES: CCOc1ccc(NC(=O)CCCn2nc(C)c3c(C)n(-c4ccccc4)nc3c2=O)cc1
- HOMO level: -7.882 eV
- Charge: 0
- Energy above the lowest of the compared OMol25 structures with the same formula, charge and spin: 136.30 kJ/mol

```
60
Properties=species:S:1:pos:R:3:mulliken_charge:R:1
C 3.70 3.35 -1.49 -0.877
C 3.62 3.57 0.02 -0.549
O 3.24 2.41 0.72 -0.447
C 1.92 2.10 0.88 0.364
C 0.86 2.74 0.25 -0.428
C -0.45 2.34 0.48 -0.997
C -0.72 1.29 1.36 0.169
N -2.02 0.85 1.63 -0.092
C -3.18 1.25 1.05 0.327
O -3.27 2.14 0.24 -0.659
C -4.41 0.49 1.53 -0.656
C -5.22 0.02 0.31 -0.564
C -4.65 -1.27 -0.28 -1.105
N -3.24 -1.14 -0.61 0.742
N -3.00 -0.41 -1.69 -0.930
C -1.80 -0.14 -2.08 0.749
C -1.64 0.74 -3.28 -1.600
C -0.68 -0.68 -1.36 0.699
C 0.70 -0.68 -1.46 0.946
C 1.59 -0.07 -2.49 -1.995
N 1.15 -1.43 -0.42 1.052
C 2.47 -1.79 -0.08 0.097
C 2.69 -3.07 0.39 -0.474
C 3.97 -3.46 0.75 -0.625
C 5.02 -2.58 0.63 -0.479
C 4.80 -1.29 0.18 -0.997
C 3.52 -0.88 -0.18 0.236
N 0.16 -1.92 0.33 -1.100
C -0.96 -1.48 -0.22 0.170
C -2.31 -1.70 0.25 0.016
O -2.65 -2.27 1.27 -0.683
C 0.34 0.65 1.99 -0.519
C 1.64 1.05 1.75 -0.180
H 4.36 2.52 -1.71 0.229
H 4.11 4.25 -1.97 0.427
H 2.72 3.15 -1.92 0.159
H 4.62 3.81 0.40 0.378
H 2.95 4.40 0.25 0.378
H 1.02 3.56 -0.43 0.517
H -1.26 2.84 -0.02 0.558
H -2.06 0.05 2.26 0.303
H -4.14 -0.36 2.16 0.345
H -5.01 1.19 2.11 0.446
H -6.26 -0.17 0.60 0.454
H -5.20 0.81 -0.44 0.368
H -5.19 -1.52 -1.20 0.351
H -4.74 -2.09 0.43 0.407
H -1.21 0.18 -4.11 0.318
H -0.99 1.57 -3.04 0.349
H -2.62 1.11 -3.57 0.407
H 1.07 -0.03 -3.44 0.543
H 1.86 0.95 -2.21 0.140
H 2.50 -0.65 -2.60 0.456
H 1.85 -3.74 0.49 0.513
H 4.14 -4.46 1.12 0.391
H 6.02 -2.88 0.91 0.405
H 5.61 -0.59 0.11 0.418
H 3.35 0.13 -0.49 0.401
H 0.15 -0.17 2.66 0.258
H 2.47 0.55 2.24 0.468
```

No. 2
Formula: C78H200N26O14P6
Source: the Open Molecules 2025 dataset
Level of theory: wB97M-V/def2-TZVPD

## Properties
- 2S+1: 1
- Maximum force: 5.39 eV Å⁻¹
- LUMO energy: 0.001 Eh
- DFT total energy: -207261.9069 eV
- Gap between HOMO and LUMO: 7.741 eV
- HOMO level: -7.726 eV
- Charge: 0
- Energy above the lowest of the compared OMol25 structures with the same formula, charge and spin: 0.00 kJ/mol

```
324
Properties=species:S:1:pos:R:3:mulliken_charge:R:1
C -5.01 -4.44 4.07 -0.126
O -5.07 -3.74 3.09 -0.805
N -6.00 -4.69 4.92 0.379
C -5.89 -5.93 5.82 -0.981
C -7.26 -3.92 4.89 -1.083
H -4.01 -4.65 4.48 0.427
H -5.83 -5.49 6.82 0.274
H -5.09 -6.62 5.56 0.339
H -6.83 -6.43 5.57 0.377
H -7.56 -3.68 5.90 0.420
H -7.24 -2.93 4.43 0.273
H -8.03 -4.63 4.58 0.322
C -4.33 4.84 -4.59 -0.041
O -3.05 4.73 -4.68 -0.699
N -4.98 5.39 -5.61 0.268
C -6.45 5.14 -5.58 -1.034
C -4.28 5.97 -6.73 -1.021
H -5.00 4.48 -3.79 0.465
H -6.97 5.83 -4.92 0.301
H -6.65 4.11 -5.30 0.431
H -6.87 5.29 -6.58 0.315
H -4.75 5.71 -7.67 0.352
H -4.20 7.04 -6.50 0.398
H -3.22 5.76 -6.78 0.295
C 1.53 7.29 4.45 -0.004
O 1.18 8.14 3.64 -0.554
N 1.51 5.93 4.19 0.320
C 0.86 5.40 2.95 -1.215
C 2.10 4.88 5.02 -0.956
H 1.92 7.34 5.47 0.316
H 0.88 6.02 2.05 -0.085
H -0.17 5.14 3.19 0.624
H 1.09 4.39 2.61 0.400
H 3.16 4.93 4.75 0.266
H 1.93 5.13 6.06 0.391
H 1.67 3.89 4.85 0.267
C 2.37 -5.70 1.81 -0.015
O 2.14 -5.17 0.74 -0.457
N 1.48 -6.05 2.72 0.318
C 1.96 -6.64 3.88 -1.033
C 0.07 -5.85 2.40 -0.727
H 3.42 -5.80 2.13 0.169
H 1.06 -6.79 4.48 0.357
H 2.63 -6.04 4.49 0.291
H 2.32 -7.63 3.60 0.368
H -0.19 -6.85 2.06 0.445
H -0.56 -5.66 3.27 0.372
H -0.11 -5.19 1.55 -0.066
C 0.17 -4.84 -4.63 0.217
O 0.65 -4.90 -5.78 -0.642
N 0.72 -5.48 -3.52 0.203
C 0.39 -5.24 -2.07 -0.631
C 1.82 -6.27 -3.70 -1.019
H -0.76 -4.38 -4.25 0.253
H -0.01 -4.24 -1.94 0.108
H 1.18 -5.11 -1.33 0.354
H -0.38 -5.91 -1.71 0.224
H 2.71 -5.65 -3.59 0.330
H 1.90 -7.01 -2.90 0.342
H 1.91 -6.71 -4.69 0.329
O 8.32 5.93 3.61 -0.796
P 7.46 4.93 3.00 0.179
N 8.22 3.85 1.77 0.485
C 9.70 4.04 1.77 -1.109
C 7.84 2.48 1.39 -0.833
N 6.06 5.56 2.17 0.401
C 5.48 6.92 2.59 -0.941
C 5.94 5.27 0.74 -0.457
N 6.79 3.79 4.00 0.322
C 5.55 2.93 3.60 -0.277
C 7.68 3.22 5.01 -1.064
H 9.96 5.08 1.99 0.353
H 10.13 3.54 0.90 0.298
H 10.19 3.60 2.64 0.390
H 8.48 2.05 0.62 0.312
H 6.82 2.46 1.01 0.123
H 7.93 1.74 2.19 0.132
H 4.41 6.73 2.65 0.239
H 5.88 7.04 3.60 0.339
H 5.67 7.78 1.95 0.276
H 6.83 5.64 0.23 0.343
H 5.74 4.22 0.52 -0.055
H 5.01 5.68 0.38 0.080
H 5.82 1.96 4.02 0.477
H 4.64 3.39 3.99 -0.202
H 5.44 2.91 2.51 0.025
H 8.13 2.34 4.55 0.354
H 7.16 2.86 5.89 0.363
H 8.46 3.92 5.31 0.298
O -0.28 1.52 1.94 -0.607
P -0.04 0.24 1.18 -1.438
N 1.59 -0.31 1.12 1.081
C 2.14 -1.69 1.04 -0.580
C 2.58 0.74 1.18 -0.797
N -0.31 0.46 -0.51 1.482
C 0.52 -0.22 -1.53 -1.023
C -1.19 1.51 -1.04 -1.103
N -0.84 -1.12 1.79 1.029
C -1.16 -2.27 0.79 -0.332
C -1.86 -1.06 2.81 -0.564
H 1.40 -2.43 0.72 0.062
H 2.60 -2.17 1.91 0.308
H 3.01 -1.63 0.38 0.122
H 2.19 1.70 0.84 -0.128
H 3.51 0.54 0.64 0.253
H 2.67 0.91 2.25 0.375
H 0.83 -1.23 -1.26 0.013
H 0.04 -0.26 -2.51 0.415
H 1.33 0.49 -1.69 0.396
H -2.25 1.30 -0.87 -0.001
H -0.83 2.42 -0.56 0.161
H -1.06 1.52 -2.12 0.452
H -0.38 -2.26 0.04 -0.318
H -1.17 -3.29 1.18 0.064
H -2.09 -2.01 0.29 0.309
H -2.85 -1.33 2.42 -0.009
H -1.93 -0.08 3.28 0.271
H -1.51 -1.73 3.60 -0.134
O 6.56 1.57 -6.02 -0.849
P 6.97 0.96 -4.70 0.112
N 8.29 -0.07 -4.91 0.205
C 8.03 -1.34 -5.67 -0.896
C 9.60 0.58 -5.19 -0.882
N 5.68 0.19 -3.91 0.317
C 5.96 -0.82 -2.90 -0.973
C 4.38 0.78 -3.89 -1.101
N 7.44 2.18 -3.71 0.396
C 7.63 2.03 -2.24 -1.144
C 7.99 3.44 -4.32 -1.089
H 8.83 -2.05 -5.90 0.361
H 7.62 -0.99 -6.62 0.356
H 7.31 -1.89 -5.08 0.170
H 9.37 1.28 -5.99 0.364
H 10.42 -0.13 -5.31 0.363
H 9.77 1.26 -4.35 0.134
H 5.75 -1.84 -3.22 0.244
H 6.99 -0.59 -2.65 0.474
H 5.31 -0.72 -2.03 0.156
H 4.52 1.73 -4.41 0.303
H 3.66 0.25 -4.51 0.359
H 4.16 1.05 -2.86 0.376
H 7.93 2.90 -1.66 0.637
H 6.66 1.79 -1.80 0.149
H 8.40 1.28 -2.02 0.355
H 7.65 4.33 -3.78 0.335
H 7.62 3.43 -5.34 0.345
H 9.06 3.38 -4.15 0.407
O 0.15 7.53 -3.31 -0.862
P 0.38 6.82 -1.97 0.275
N -1.12 6.42 -1.21 0.582
C -1.18 5.65 0.02 0.740
C -2.39 7.00 -1.57 -1.011
N 1.31 7.73 -0.77 0.540
C 0.49 8.83 -0.04 -1.161
C 2.73 8.05 -0.89 -1.233
N 1.23 5.34 -2.04 0.169
C 2.00 4.73 -0.90 -0.218
C 0.87 4.33 -3.13 -0.458
H -0.26 5.99 0.51 -0.730
H -1.14 4.57 -0.14 -0.201
H -2.02 5.91 0.67 0.141
H -2.49 8.02 -1.20 0.260
H -3.23 6.47 -1.12 0.274
H -2.37 7.05 -2.66 0.334
H -0.31 8.52 0.63 0.240
H 1.13 9.54 0.48 0.435
H 0.09 9.45 -0.84 0.395
H 2.76 8.88 -1.60 0.288
H 3.01 8.25 0.14 0.428
H 3.35 7.24 -1.28 0.328
H 1.54 3.75 -0.75 -0.041
H 3.08 4.77 -1.00 0.253
H 1.79 5.30 0.00 -0.103
H 1.57 4.41 -3.96 0.315
H -0.12 4.62 -3.47 0.152
H 0.92 3.27 -2.84 0.062
O -7.33 0.87 -7.74 -0.882
P -6.13 0.09 -8.11 0.321
N -5.87 -0.11 -9.80 0.316
C -6.55 0.86 -10.74 -1.061
C -4.65 -0.71 -10.27 -1.220
N -6.24 -1.56 -7.49 0.354
C -6.03 -1.82 -6.05 -1.061
C -6.94 -2.52 -8.24 -1.086
N -4.66 0.74 -7.47 0.408
C -4.73 2.03 -6.83 -1.048
C -3.44 -0.10 -7.35 -1.239
H -7.00 1.72 -10.26 0.327
H -7.29 0.25 -11.26 0.328
H -5.91 1.23 -11.54 0.339
H -4.72 -1.25 -11.22 0.354
H -4.17 -1.29 -9.48 0.362
H -3.95 0.11 -10.35 0.434
H -6.26 -2.83 -5.71 0.382
H -5.01 -1.68 -5.67 0.279
H -6.70 -1.20 -5.44 0.364
H -7.95 -2.18 -8.48 0.285
H -6.37 -2.69 -9.15 0.274
H -6.90 -3.44 -7.65 0.416
H -4.17 1.87 -5.90 0.325
H -4.18 2.74 -7.44 0.336
H -5.75 2.35 -6.60 0.325
H -2.80 0.08 -8.22 0.274
H -3.77 -1.14 -7.29 0.494
H -2.81 0.15 -6.50 0.287
O -2.32 -3.96 6.71 -0.848
P -2.25 -2.58 7.29 0.213
N -2.26 -2.58 9.06 0.423
C -2.92 -1.58 9.97 -1.094
C -1.66 -3.66 9.81 -1.113
N -3.64 -1.52 6.92 0.734
C -3.43 -0.50 5.90 -0.913
C -5.04 -1.76 7.21 -1.274
N -0.85 -1.65 6.83 0.569
C 0.22 -2.30 6.11 -1.051
C -0.58 -0.37 7.47 -1.268
H -3.70 -1.06 9.41 0.285
H -2.17 -0.97 10.48 0.305
H -3.51 -1.97 10.80 0.381
H -2.42 -4.09 10.45 0.312
H -0.90 -3.19 10.44 0.337
H -1.16 -4.33 9.11 0.297
H -3.68 -0.95 4.94 0.017
H -4.06 0.32 6.26 0.505
H -2.45 -0.02 5.90 0.254
H -5.65 -0.88 7.35 0.470
H -5.52 -2.37 6.44 0.132
H -5.21 -2.29 8.14 0.374
H -0.02 -2.75 5.15 0.229
H 0.89 -1.49 5.83 0.397
H 0.56 -3.18 6.67 0.239
H 0.14 -0.61 8.25 0.309
H -1.45 0.11 7.92 0.295
H -0.20 0.29 6.69 0.519
C -3.38 2.73 2.15 -0.852
C -4.68 3.02 2.93 1.577
C -4.61 4.54 3.45 -1.111
C -5.10 5.50 2.29 0.006
C -6.53 5.04 2.02 -1.611
C -6.64 3.66 1.40 1.394
N -5.95 2.67 2.25 0.314
O -6.35 1.39 2.07 -0.131
C -8.26 3.45 1.30 -1.870
C -6.06 3.60 -0.03 -1.255
C -4.80 2.14 4.26 -2.129
H -3.08 3.55 1.49 -0.260
H -2.61 2.74 2.91 0.390
H -3.44 1.83 1.54 0.122
H -5.28 4.65 4.30 0.422
H -3.66 5.00 3.73 0.447
H -4.94 6.54 2.58 0.469
H -4.38 5.55 1.47 -0.314
H -6.94 5.72 1.28 0.569
H -7.16 5.08 2.91 0.358
H -8.69 4.35 0.87 0.420
H -8.72 3.39 2.28 0.441
H -8.36 2.51 0.76 0.379
H -6.10 2.59 -0.43 0.184
H -5.02 3.95 0.03 0.106
H -6.53 4.29 -0.73 0.420
H -4.89 1.08 3.99 0.449
H -3.89 2.41 4.79 0.462
H -5.76 2.32 4.75 0.459
H -6.93 1.15 2.79 0.279
C -4.92 -1.61 -1.70 -0.697
C -5.81 -2.64 -0.91 1.953
C -7.26 -2.65 -1.66 -1.336
C -7.22 -3.59 -2.89 0.454
C -6.77 -4.98 -2.57 -1.513
C -5.31 -5.05 -1.87 1.670
N -5.35 -4.09 -0.77 0.035
O -4.27 -4.09 0.14 0.389
C -5.18 -6.47 -1.19 -1.814
C -4.08 -4.87 -2.79 -1.701
C -6.14 -2.02 0.47 -2.197
H -5.35 -0.61 -1.69 0.269
H -4.99 -2.03 -2.71 -0.174
H -3.94 -1.56 -1.22 -0.175
H -7.99 -3.15 -1.02 0.365
H -7.73 -1.68 -1.85 0.549
H -6.53 -3.26 -3.66 -0.792
H -8.17 -3.54 -3.42 0.610
H -6.66 -5.38 -3.58 0.528
H -7.58 -5.46 -2.02 0.397
H -4.17 -6.88 -1.22 0.286
H -5.64 -6.55 -0.21 0.389
H -5.89 -7.15 -1.65 0.489
H -3.99 -5.82 -3.32 0.568
H -4.14 -3.94 -3.37 0.177
H -3.33 -4.65 -2.04 0.360
H -5.31 -1.49 0.93 0.077
H -6.61 -2.82 1.04 0.668
H -6.96 -1.30 0.50 0.296
H -4.75 -3.82 0.93 0.027
C 6.26 -3.88 0.82 -1.767
C 6.72 -5.29 0.42 1.799
C 8.05 -5.15 -0.39 -1.530
C 8.78 -6.45 -0.84 -0.711
C 9.20 -7.13 0.51 -1.168
C 8.01 -7.32 1.56 1.303
N 7.02 -6.19 1.61 0.155
O 5.97 -6.42 2.41 -0.378
C 7.26 -8.61 1.08 -1.684
C 8.55 -7.58 3.00 -1.677
C 5.62 -5.97 -0.64 -1.353
H 6.95 -3.09 1.13 0.446
H 5.51 -3.81 1.61 0.291
H 5.82 -3.54 -0.11 0.398
H 7.85 -4.62 -1.32 0.433
H 8.60 -4.43 0.21 0.511
H 9.59 -6.22 -1.54 0.434
H 8.11 -7.10 -1.40 0.293
H 9.88 -6.35 0.86 0.323
H 9.85 -8.00 0.38 0.445
H 7.83 -9.53 1.21 0.439
H 6.21 -8.73 1.37 0.337
H 7.11 -8.70 0.00 0.363
H 9.04 -8.54 3.15 0.340
H 9.08 -6.64 3.14 0.469
H 7.73 -7.48 3.72 0.336
H 4.65 -5.76 -0.18 0.153
H 5.63 -7.06 -0.72 0.310
H 5.68 -5.60 -1.66 0.342
H 6.11 -5.85 3.17 0.339
```

No. 3
Formula: CH2N2O2S
Source: the Open Molecules 2025 dataset
Level of theory: wB97M-V/def2-TZVPD

## Properties
- 2S+1: 1
- Maximum force: 5.54 eV Å⁻¹
- LUMO energy: -0.016 Eh
- DFT total energy: -18975.7824 eV
- Gap between HOMO and LUMO: 10.462 eV
- HOMO level: -10.893 eV
- Charge: 0
- Energy above the lowest of the compared OMol25 structures with the same formula, charge and spin: 535.10 kJ/mol

```
8
Properties=species:S:1:pos:R:3:mulliken_charge:R:1
C -1.17 0.96 0.67 0.339
N -1.14 1.59 1.63 -0.296
N 1.47 -0.35 -0.28 -0.383
O -1.29 -1.42 -0.48 -0.536
O 0.57 0.34 -1.09 -0.226
S -1.09 0.10 -0.89 0.544
H 1.14 -1.32 -0.18 0.294
H 1.51 0.10 0.63 0.263
```

No. 4
Formula: C12H14IrN3O8P2S6
Source: the Open Molecules 2025 dataset
Level of theory: wB97M-V/def2-TZVPD

## Properties
- 2S+1: 1
- Maximum force: 1.34 eV Å⁻¹
- LUMO energy: 0.150 Eh
- DFT total energy: -119957.4374 eV
- Gap between HOMO and LUMO: 6.174 eV
- HOMO level: -2.091 eV
- Charge: -2
- Energy above the lowest of the compared OMol25 structures with the same formula, charge and spin: 462.65 kJ/mol

```
46
Properties=species:S:1:pos:R:3:mulliken_charge:R:1
Ir -1.43 0.80 1.01 1.903
S -3.57 4.78 1.49 -0.440
C -2.77 3.33 1.38 0.155
S -1.63 2.65 2.47 -0.459
S -2.93 2.17 0.11 -0.363
O -5.02 -0.87 2.56 -0.564
P -3.52 -1.38 2.82 0.595
O -3.42 -2.02 4.15 -0.786
O -2.57 -0.23 2.54 -0.376
O -3.32 -2.52 1.70 -0.011
P -3.14 -2.67 0.07 -0.365
O -4.13 -1.51 -0.47 -0.457
O -1.70 -1.95 -0.23 0.220
O -1.83 -0.51 -0.51 -0.947
H -5.04 -0.33 1.75 0.355
H -3.51 -0.74 -0.65 0.466
C -0.73 -1.37 5.24 -0.952
N -0.11 -0.69 4.11 0.292
C 0.25 0.71 4.30 -1.109
C -0.21 -1.19 2.89 -0.109
O 0.11 -0.58 1.86 -0.790
H -0.08 -1.29 6.11 0.317
H -0.89 -2.42 4.99 0.314
H -1.71 -0.94 5.45 0.359
H 1.08 0.78 5.00 0.340
H -0.61 1.26 4.69 0.364
H 0.54 1.13 3.34 0.301
H -0.61 -2.21 2.85 0.456
S 3.44 -2.46 -2.37 -0.434
C 2.56 -1.07 -2.02 0.060
S 1.62 -0.90 -0.59 0.028
C 1.09 0.69 -1.09 0.426
N 1.56 1.04 -2.24 -0.900
N 2.40 0.06 -2.75 0.599
C 2.99 0.37 -4.01 0.349
C 4.27 -0.02 -4.34 -0.468
C 4.80 0.32 -5.58 -0.561
C 4.05 1.06 -6.49 -0.402
C 2.77 1.47 -6.13 -0.510
C 2.23 1.13 -4.90 -0.325
S 0.20 1.86 -0.13 -0.403
H 4.86 -0.59 -3.64 0.317
H 5.80 0.01 -5.84 0.338
H 4.46 1.32 -7.46 0.355
H 2.18 2.06 -6.82 0.335
H 1.25 1.46 -4.61 0.487
```